(1)
The following is a quantum chemistry calculation of a structure of composition C36H35Cl2CrN4O2S6, from the Open Molecules 2025 dataset.

Positions of all 86 atoms, in Å:
Cr -0.677985 0.850860 -0.361309
S 1.897174 7.605724 -1.866547
C 1.375846 6.059745 -1.484447
S 1.732419 4.674014 -2.424604
C 0.904373 3.480395 -1.460549
C 0.265689 3.952523 -0.366690
S -0.662360 2.996782 0.746781
S 0.394240 5.679716 -0.135328
S 0.966685 1.803942 -1.914541
N 0.107333 -0.860977 -3.348974
C 1.024025 -1.395110 -2.480561
S 0.575893 -2.527471 -1.352094
N 2.269526 -0.869930 -2.642650
C 3.414618 -1.014430 -1.838983
C 3.772399 -2.190416 -1.190003
C 4.948360 -2.231524 -0.453355
C 5.776622 -1.125572 -0.353850
C 5.416577 0.046815 -1.006554
C 4.246107 0.103197 -1.740571
H -0.842555 -1.017938 -3.032654
H 0.245617 0.122999 -3.568502
H 2.257022 0.021255 -3.123733
H 3.124960 -3.051331 -1.247487
H 5.208875 -3.148769 0.062339
H 6.682017 -1.170252 0.238737
H 6.033662 0.933491 -0.925739
H 3.938050 1.032357 -2.205684
Cl -0.314833 -1.784663 6.550539
C -0.218989 -2.455968 4.935048
C -1.344818 -3.060425 4.413440
C -1.311198 -3.557700 3.123074
C -0.138750 -3.474897 2.392087
C 0.993736 -2.906829 2.949135
Cl 2.463147 -2.963343 2.036067
C 0.980902 -2.326239 4.224982
N 2.084635 -1.693613 4.785802
C 2.879897 -0.763116 4.021138
C 4.260525 -0.935424 4.059478
C 5.091431 -0.104908 3.333227
C 4.537246 0.900276 2.548491
C 3.168230 1.082672 2.526439
C 2.313072 0.270619 3.277131
C 0.836475 0.555260 3.226144
C 0.183326 0.256023 1.885103
O -1.064056 0.211248 1.778783
O 0.913992 0.211514 0.856889
H -2.245470 -3.102904 5.009975
H -2.197612 -3.989183 2.683143
H -0.082528 -3.845474 1.377294
H 1.887859 -1.358297 5.716573
H 4.656188 -1.761730 4.637099
H 6.164156 -0.256792 3.354147
H 5.172014 1.535866 1.943817
H 2.725640 1.852227 1.905516
H 0.688444 1.637189 3.316206
H 0.271772 0.093138 4.031935
C -2.910257 -1.778682 0.573621
C -3.788607 -1.827501 -0.667724
C -3.110817 -2.639341 -1.774068
C -4.291571 -0.511375 -1.232405
C -5.656839 -0.460549 -1.496247
C -6.257582 0.574518 -2.191015
C -5.428524 1.566012 -2.695147
C -4.063386 1.584957 -2.460004
C -3.272861 2.684219 -3.149547
C -2.728037 3.748037 -2.198551
C -2.177199 2.120488 -4.053793
C -3.451248 0.578892 -1.627055
N -2.154592 0.706754 -1.265550
H -2.821693 -2.791089 0.978724
H -3.323397 -1.130612 1.348629
H -1.908371 -1.415885 0.355558
H -4.698009 -2.373120 -0.388462
H -2.237193 -2.107407 -2.147208
H -3.798781 -2.818407 -2.603794
H -2.752751 -3.602652 -1.396491
H -6.266195 -1.290530 -1.148469
H -7.327026 0.588682 -2.365979
H -5.849553 2.364521 -3.300375
H -3.994445 3.180509 -3.810645
H -2.043678 3.312413 -1.472624
H -3.541172 4.223756 -1.644031
H -2.193024 4.523031 -2.757009
H -1.419814 1.629154 -3.451494
H -1.687056 2.927484 -4.607724
H -2.595943 1.409100 -4.772271

Atoms 1-3, force components in eV/Å:
-0.217 0.912 0.032
-0.014 -0.110 0.049
-0.013 0.156 -0.100

HOMO energy (spin up / spin down) ... -1.259 / -1.686 eV
Total charge ... -2
HOMO-LUMO gap (spin up / spin down) ... 5.03 / 5.46 eV
Relative energy (zero: lowest compared OMol25 entry of this formula, charge and spin) ... 0.55 kcal per mole
2S+1 ... 2



(2)
The following is a quantum chemistry calculation of a structure of composition C23H39AlIN3O5P, from the Open Molecules 2025 dataset.

Positions of all 73 atoms, in Å:
C 0.380907 0.417088 5.198879
C 0.538408 0.923825 3.963313
C 0.818941 -0.005066 2.752012
C 2.087333 -0.804096 3.042895
C 3.304489 0.038539 3.481774
C 4.470965 0.190177 2.467774
C 4.463542 1.508542 1.733564
C 4.388676 2.731423 2.377413
C 4.345745 3.930657 1.686077
C 4.380009 3.924107 0.303318
C 4.493058 2.714300 -0.358128
C 4.536767 1.523483 0.342251
O -0.370700 -0.773596 2.679716
Al -1.529514 0.540316 2.140387
I -3.127343 1.504730 3.961062
P -2.950369 -0.039040 0.326066
C -4.470563 -0.886009 0.971806
O -3.514100 1.438668 -0.319816
O -0.265789 1.736830 1.589618
C 0.810499 0.820703 1.417239
N 0.390823 0.018688 0.268232
C 0.937352 -1.077806 -0.086172
C 0.081450 -2.306343 -0.229252
C 2.406352 -1.247567 -0.468694
H 1.032546 -0.365870 5.580908
H -0.391386 0.776854 5.870525
H 0.505839 1.998789 3.842363
H 2.374008 -1.443524 2.207767
H 1.844537 -1.479819 3.864926
H 3.730719 -0.468861 4.350646
H 3.028105 1.034113 3.823316
H 5.397989 0.163470 3.050423
H 4.515745 -0.658201 1.786560
H 4.348968 2.772317 3.461041
H 4.276900 4.855954 2.241393
H 4.325572 4.843621 -0.263789
H 4.521105 2.686376 -1.440669
H 4.626207 0.583401 -0.184496
H -4.945120 -0.377844 1.815969
H -5.204171 -0.921376 0.160769
H -4.224794 -1.921733 1.205862
H -3.201005 2.125501 0.282198
H 1.735696 1.405716 1.294419
H -0.074730 -2.772785 0.742803
H 0.465704 -2.978646 -0.994651
H -0.889898 -1.953644 -0.587868
H 2.441966 -1.983879 -1.275344
H 2.761852 -0.306943 -0.881449
H 3.044531 -1.630519 0.326039
C 0.186478 -4.298418 -3.877682
O 0.107866 -3.362587 -3.111800
N 1.297261 -5.048783 -4.053589
C 1.341411 -6.158356 -4.980384
C 2.480751 -4.718479 -3.278187
H -0.661531 -4.622057 -4.506224
H 1.571661 -7.085254 -4.449645
H 2.109455 -5.987321 -5.738552
H 0.378650 -6.268072 -5.475480
H 2.261175 -4.787447 -2.211924
H 2.795334 -3.696334 -3.493171
H 3.284644 -5.406616 -3.529017
C -7.373886 4.182767 -3.615964
O -6.833672 4.778782 -4.530866
N -6.737499 3.468261 -2.674067
C -7.450477 2.784488 -1.613466
C -5.284864 3.370316 -2.710092
H -8.471260 4.184007 -3.485290
H -7.127435 3.160292 -0.641211
H -7.249468 1.712767 -1.657103
H -8.521953 2.948585 -1.718015
H -4.845858 4.365769 -2.638796
H -4.967633 2.921091 -3.650995
H -4.942972 2.757583 -1.879474

Atoms 1-3, force components in eV/Å:
0.450 0.215 -0.066
0.936 -0.070 0.583
0.454 0.140 0.098

HOMO energy ... -3.734 eV
Total charge ... -1
HOMO-LUMO gap ... 5.78 eV



(3)
The following is a quantum chemistry calculation of a cluster of 2 separate species, C5H12O in total, from the Open Molecules 2025 dataset.

Positions of all 18 atoms, in Å:
C -3.032786 0.116600 -0.802151
C -1.796662 0.562591 -0.583834
O -0.741718 -0.272734 -0.489030
C 0.461506 0.208190 0.100501
C 1.579191 -0.735577 -0.314763
C 2.930665 -0.340860 0.276076
H -3.849883 0.817694 -0.911161
H -3.238315 -0.948824 -0.836817
H -1.585630 1.614886 -0.372599
H 0.353351 0.223901 1.194182
H 0.674867 1.236056 -0.234022
H 1.306761 -1.749333 0.002405
H 1.630573 -0.750733 -1.410132
H 3.710181 -1.046098 -0.029827
H 2.900795 -0.335069 1.371924
H 3.237496 0.657560 -0.057160
H -1.997972 0.431107 1.805380
H -2.542426 0.310641 1.291034

Atoms 1-3, force components in eV/Å:
0.291 0.093 -0.528
-0.310 0.114 -0.475
-0.117 -0.144 -0.036

HOMO energy ... -8.600 eV
Total charge ... 0
HOMO-LUMO gap ... 9.75 eV
Relative energy (zero: lowest compared OMol25 entry of this formula, charge and spin) ... 58.82 kcal per mole
SMILES string ... C=COCCC.[H][H]



(4)
The following is a quantum chemistry calculation of a structure of composition C5H10S, from the Open Molecules 2025 dataset.

Positions of all 16 atoms, in Å:
C -1.853713 0.713550 -0.776003
C -1.029172 -0.526627 -0.752340
C 0.458031 -0.457047 -0.400614
C 0.779095 -0.507291 1.045638
C 2.001428 0.466988 0.920177
H -1.249376 1.476900 -1.340870
H -2.052563 1.067980 0.242095
H -2.807972 0.538861 -1.269474
H -1.044807 -0.987425 -1.715430
H -1.355646 -1.328505 -0.044813
H 1.002131 -1.353027 -0.802612
H 0.902192 -1.522556 1.461410
H -0.026111 0.070192 1.660196
H 2.955467 -0.042028 0.800060
H 2.001074 1.252264 1.622898
S 1.319941 1.137771 -0.650318

Atoms 1-3, force components in eV/Å:
0.599 1.010 0.133
0.959 -2.053 0.395
-0.648 -0.682 -0.812

HOMO energy ... -8.536 eV
Total charge ... 0
HOMO-LUMO gap ... 9.51 eV
Relative energy (zero: lowest compared OMol25 entry of this formula, charge and spin) ... 25.16 kcal per mole



Number 1: maximum force 1.08 eV Å⁻¹, energy -6116.49552 hartree. Number 2: maximum force 2.60 eV Å⁻¹, energy -2321.86129 hartree. Number 3: maximum force 1.23 eV Å⁻¹, energy -272.85493 hartree. Number 4: maximum force 3.04 eV Å⁻¹, energy -594.65499 hartree.